No. 1
{"formula": "C34H38F9N8ORbSe2", "method": "ωB97M-V with the def2-TZVPD basis set", "symbols": ["Rb", "C", "N", "C", "C", "N", "C", "C", "C", "C", "C", "C", "C", "C", "C", "N", "C", "N", "C", "C", "N", "C", "C", "C", "N", "C", "C", "H", "H", "H", "H", "H", "H", "H", "H", "H", "H", "H", "H", "H", "H", "H", "H", "H", "H", "H", "H", "H", "H", "H", "H", "H", "H", "H", "H", "H", "H", "Se", "Se", "C", "C", "C", "C", "C", "N", "C", "C", "C", "C", "C", "N", "H", "H", "H", "H", "H", "H", "H", "H", "F", "C", "F", "F", "C", "O", "C", "F", "F", "F", "C", "F", "F", "F"], "positions_angstrom": [[0.60842, -1.32841, -1.69675], [0.08573, -3.64351, 1.45644], [-1.16337, -3.28580, 2.10662], [-1.07413, -3.40972, 3.53751], [-2.09156, -2.49399, 1.41005], [-1.70481, -1.81074, 0.39679], [-2.60733, -1.56765, -0.74151], [-3.32344, -2.66975, -1.21183], [-4.10246, -2.52773, -2.36988], [-4.29241, -1.31340, -2.95346], [-3.51486, -0.16851, -2.51620], [-3.65197, 1.01237, -3.17967], [-2.93764, 2.11205, -2.79232], [-1.99739, 2.01730, -1.77933], [-1.83497, 0.85187, -1.02150], [-0.76597, 0.83993, -0.10339], [-0.45366, 1.90457, 0.61122], [-1.25530, 2.85448, 1.15169], [-0.93069, 4.27943, 1.22757], [-2.66597, 2.57533, 1.29321], [0.92688, 1.98591, 0.85699], [1.82159, 1.22023, 0.03374], [1.45386, 2.70063, 1.98115], [-2.62303, -0.27990, -1.35607], [-3.35605, -2.58172, 1.85273], [-3.82555, -3.70901, 2.60572], [-4.37074, -1.56246, 1.70509], [0.48526, -4.56677, 1.88841], [0.97707, -2.94471, 1.58278], [-0.09587, -3.79006, 0.39620], [-0.08551, -3.07494, 3.84863], [-1.23297, -4.44552, 3.88663], [-1.78818, -2.81329, 4.06377], [-3.19300, -3.64582, -0.76114], [-4.59388, -3.40137, -2.77163], [-4.93726, -1.07739, -3.79536], [-4.37969, 0.99223, -4.00226], [-3.05709, 3.08997, -3.26009], [-1.36011, 2.86407, -1.53291], [0.02728, 4.45929, 0.70564], [-0.94710, 4.66301, 2.24261], [-1.63990, 4.89986, 0.68508], [-2.72203, 1.50767, 1.35410], [-3.19041, 2.98269, 0.39412], [-3.08604, 2.99059, 2.15214], [1.61597, 1.30744, -0.97747], [1.84358, 0.16382, 0.32047], [2.88421, 1.58181, 0.13916], [1.68990, 3.73830, 1.75123], [2.34062, 2.18961, 2.34688], [0.81036, 2.71064, 2.80172], [-3.14870, -4.51464, 2.59466], [-4.79187, -3.95107, 2.19874], [-4.18123, -3.40999, 3.66432], [-3.88437, -0.59340, 1.54771], [-4.94161, -1.49112, 2.59700], [-5.05813, -1.71127, 0.84812], [4.87715, -2.01800, 1.59475], [4.89093, -0.93646, 3.52409], [3.03164, -0.49735, 3.79787], [2.61344, -0.34078, 5.14080], [1.23742, -0.35487, 5.34846], [0.36767, -0.33461, 4.25788], [0.88477, -0.39170, 2.98229], [2.22357, -0.47788, 2.74976], [5.06929, -0.49125, 0.45157], [5.81976, 0.62647, 0.81260], [5.90410, 1.68578, -0.04545], [5.10823, 1.62253, -1.20071], [4.36581, 0.47689, -1.48353], [4.35081, -0.56687, -0.65609], [3.35805, -0.25878, 5.89911], [0.89748, -0.26635, 6.42061], [-0.69479, -0.48264, 4.39122], [0.36765, -0.36556, 2.02595], [6.39577, 0.69487, 1.76590], [6.38247, 2.55600, 0.25160], [5.19909, 2.44463, -1.94470], [3.82182, 0.40119, -2.40900], [-0.70041, 0.30531, -4.60427], [0.29182, 1.19028, -4.65902], [-0.01196, 1.99764, -5.70011], [0.32147, 1.87832, -3.49266], [1.77045, 0.57855, -4.64185], [2.05487, 0.09653, -3.44314], [2.72618, 1.72882, -5.14595], [2.54570, 2.86464, -4.44912], [3.99200, 1.38921, -4.93358], [2.61150, 1.97270, -6.43673], [1.78715, -0.56082, -5.66194], [3.03419, -0.84724, -6.05127], [1.06030, -0.30839, -6.75977], [1.33219, -1.72217, -5.10949]], "fmax_ha_per_bohr": 0.0622, "multiplicity": 1, "homo_ev": -7.150, "de_lowest_kcal_mol": 0.0, "homo_lumo_gap_ev": 7.221, "e_lumo_ev": 0.07}

No. 2
{"formula": "C34H38MnN6O6P2", "method": "ωB97M-V with the def2-TZVPD basis set", "symbols": ["Mn", "C", "C", "C", "C", "C", "C", "C", "C", "C", "H", "H", "H", "H", "H", "H", "H", "H", "H", "H", "H", "H", "H", "H", "H", "P", "P", "N", "N", "N", "N", "C", "C", "C", "C", "C", "C", "C", "C", "C", "C", "C", "C", "C", "C", "C", "C", "C", "C", "H", "H", "H", "H", "H", "H", "H", "H", "H", "H", "H", "H", "H", "H", "H", "H", "H", "H", "H", "H", "O", "C", "O", "C", "C", "C", "C", "C", "C", "N", "O", "O", "N", "O", "O", "H", "H", "H"], "positions_angstrom": [[-0.08407, -1.85127, 3.26630], [-1.22291, 1.97434, 2.99188], [-1.47928, 0.95779, 2.17955], [-0.89456, 0.76042, 0.80378], [0.43597, -0.01150, 0.53556], [1.57781, 0.12964, 1.50994], [1.89922, 1.22142, 2.20621], [1.20282, 2.51900, 2.06737], [-0.08263, 2.91643, 2.85738], [1.71712, -1.42144, 4.47746], [-1.71972, 2.05304, 3.97979], [-2.37597, 0.34262, 2.39704], [-0.83462, 1.71814, 0.24491], [-1.65486, 0.16989, 0.26307], [0.20349, -1.09650, 0.47701], [0.68393, 0.26529, -0.52315], [2.29024, -0.72331, 1.50353], [2.63331, 1.13263, 3.04004], [0.97701, 2.71832, 1.00392], [1.93197, 3.26411, 2.42272], [0.19966, 3.18280, 3.89144], [-0.39852, 3.83939, 2.33572], [1.74745, -0.76931, 5.38555], [2.67675, -1.19801, 4.00713], [1.73038, -2.49486, 4.82717], [1.51091, -1.13506, -4.29309], [-1.57721, -0.67999, -3.93196], [2.92597, -0.12576, -4.44226], [2.22646, -2.40269, -5.50472], [-1.82515, 1.07580, -3.90550], [-3.21817, -1.01761, -4.56588], [0.62984, -0.25920, -5.67700], [-0.86594, -0.60766, -5.66241], [3.40854, 0.51509, -3.29405], [4.45061, 1.35079, -3.65721], [4.64094, 1.21695, -5.07367], [3.68577, 0.31498, -5.53225], [2.37224, -3.72386, -5.08375], [2.85508, -4.49469, -6.14063], [3.00575, -3.62181, -7.26441], [2.60564, -2.35398, -6.84648], [-1.60619, 1.72144, -2.68762], [-1.72963, 3.08896, -2.86899], [-2.01479, 3.31094, -4.25214], [-2.04546, 2.06395, -4.86656], [-4.08300, -0.31184, -5.41258], [-5.17829, -1.11770, -5.70801], [-4.95538, -2.38489, -5.06818], [-3.74302, -2.30766, -4.40425], [1.03740, -0.64949, -6.62728], [0.79758, 0.83939, -5.64011], [-1.40713, 0.13783, -6.27770], [-1.04553, -1.62485, -6.06440], [2.92756, 0.32213, -2.34770], [5.01522, 1.99006, -2.99392], [5.38217, 1.71677, -5.68255], [3.48861, -0.03852, -6.53264], [2.11374, -4.00219, -4.07137], [3.08369, -5.54814, -6.12112], [3.36532, -3.86269, -8.25360], [2.56439, -1.44339, -7.43366], [-1.36987, 1.12874, -1.81711], [-1.63390, 3.84430, -2.10039], [-2.18552, 4.26001, -4.74510], [-2.20945, 1.82195, -5.90994], [-3.84933, 0.68280, -5.76165], [-6.03606, -0.83115, -6.29830], [-5.61885, -3.23615, -5.08646], [-3.17335, -3.04451, -3.85931], [-1.11799, -1.97726, 5.85490], [-0.84295, -0.75850, 6.09619], [-0.46594, 0.08093, 5.20157], [-0.88655, -0.36972, 7.59097], [-1.17421, 0.93100, 8.03370], [-1.09775, 1.29482, 9.40577], [-0.70739, 0.36627, 10.37909], [-0.46062, -0.94987, 9.96379], [-0.59007, -1.32015, 8.59462], [0.01400, -1.90221, 10.94014], [0.16586, -1.51371, 12.12026], [0.27385, -3.06084, 10.55359], [-1.39385, 2.64492, 9.81691], [-1.75147, 3.46675, 8.94794], [-1.26447, 2.92982, 11.02794], [-1.49155, 1.68073, 7.31990], [-0.62410, 0.64860, 11.42749], [-0.46695, -2.36800, 8.34183]], "fmax_ha_per_bohr": 0.0970, "multiplicity": 6, "homo_ev": [-8.546, -8.576], "de_lowest_kcal_mol": 55.3, "homo_lumo_gap_ev": [6.417, 6.314], "e_lumo_ev": [-2.13, -2.26]}

> What is the multiplicity in the second record?

6

> multiplicity of number 1 (C34H38F9N8ORbSe2)?

1